# 1
Formula: C4H8NO2
Source: the OMol25 dataset
Level of theory: ωB97M-V/def2-TZVPD

Multiplicity: 1
M in g/mol: 102.1
Net charge: +1
Highest occupied orbital energy (spin up / spin down) in eV: -14.985 / -15.164
Maximum force in eV Å⁻¹: 4.149
Gap between HOMO and LUMO (spin up / spin down) in eV: 8.484 / 11.056

Last column: Mulliken charge in e.
Element x y z (Å)
C: 2.298814 -0.057298 -0.163631  0.88
C: 0.959447 0.041815 0.288429  -0.33
C: -1.050158 -1.251407 0.366723  -1.01
C: -0.898171 1.133405 -0.554161  -0.92
N: -0.326350 -0.228864 -0.445006  0.15
O: 3.122938 0.356059 -0.871834  -0.35
O: 1.828146 -1.104193 0.554695  -0.29
H: 1.242251 1.762174 2.204669  0.12
H: -0.898196 -1.006652 1.364941  0.42
H: -2.022632 -1.079868 0.221798  0.49
H: -0.600864 -2.313740 0.132272  0.32
H: -0.182286 1.833937 -0.722937  0.40
H: -1.693713 1.207229 -1.294253  0.39
H: -1.556859 1.372486 0.222149  0.40
H: -0.222367 -0.665081 -1.303854  0.32

Cartesian forces (eV/Å) of the 6 atoms listed first:
C -0.5 1.3 -1.4
C 0.0 -1.3 0.3
C 3.4 -2.2 -0.7
C -3.4 -1.5 -1.2
N 1.2 1.2 3.5
O 1.0 -0.5 0.3



# 2
Formula: C23H26N2O3
Source: the OMol25 dataset
Level of theory: ωB97M-V/def2-TZVPD

Multiplicity: 1
M in g/mol: 378.5
Highest occupied orbital energy in eV: -7.884
Maximum force in eV Å⁻¹: 13.081
Gap between HOMO and LUMO in eV: 6.589

Last column: Mulliken charge in e.
Element x y z (Å)
C: -7.759051 -2.061558 -1.311331  -1.01
C: -7.471543 -0.986926 -0.350619  -0.30
O: -6.102448 -0.827609 -0.021509  -0.18
C: -5.918770 0.039158 0.937449  -1.19
C: -4.449938 -0.110439 1.086563  -0.36
H: -4.237912 -1.024343 1.604019  0.44
H: -4.345708 0.639342 2.213187  0.24
C: -3.712200 0.478809 -0.137372  -1.38
N: -2.318036 0.434085 0.111901  -0.18
C: -1.464655 1.474532 0.295653  0.30
O: -1.990734 2.841936 0.144592  -0.73
C: -0.176218 1.326801 0.551745  1.84
C: 0.230723 0.265751 1.606635  -1.37
C: 1.580908 0.245846 2.185359  0.53
O: 1.810493 -0.570967 2.976696  -0.68
N: 2.497288 0.710389 1.519710  0.13
C: 2.363373 1.377639 0.353400  1.35
C: 3.341960 2.043095 -0.358369  -0.58
C: 3.227900 3.004046 -1.593188  -0.95
C: 1.786858 3.219417 -1.803280  -0.39
C: 0.722819 2.628983 -1.304770  -1.10
C: 0.881569 1.911994 0.056032  0.19
H: -0.254229 2.962234 -1.440799  0.47
H: 1.565604 3.854024 -2.601369  0.39
H: 3.948353 3.484334 -2.326198  0.33
H: 4.485499 1.916951 -0.181797  0.12
C: 3.940769 0.276870 1.812652  -1.44
C: 4.738985 -0.205784 0.789354  0.65
C: 5.989911 -0.214205 0.777043  0.05
C: 6.813315 -0.995088 -0.158950  -1.04
C: 6.142891 -1.812129 -1.029583  -0.53
C: 4.735328 -2.154377 -0.960652  0.69
C: 4.096111 -1.305264 0.092759  -0.06
H: 2.981420 -1.633793 0.176339  0.16
C: 4.015334 -3.231014 -1.640496  -2.23
H: 4.790858 -3.661424 -2.055845  0.44
H: 3.373413 -3.711629 -1.195655  0.68
H: 3.480800 -2.666297 -2.177830  0.61
H: 6.674743 -2.480702 -1.663211  0.32
H: 7.726906 -0.678405 -0.251580  0.49
H: 6.658213 0.499453 1.409577  0.22
H: 4.313050 1.472270 2.267135  0.30
H: 3.734724 -0.142978 2.782191  0.51
H: -0.616474 -0.129346 2.358259  0.27
H: -1.960918 -0.428141 0.337789  0.27
H: -3.804285 -0.282006 -0.842799  0.37
H: -3.844516 1.376287 -0.258406  0.80
H: -6.156243 0.913254 0.630774  0.60
H: -6.502461 -0.039882 1.790120  0.59
H: -8.081820 0.064461 -0.692591  0.25
H: -8.206672 -1.150083 0.497089  0.29
H: -8.831673 -2.085393 -1.731970  0.34
H: -7.026116 -1.769757 -2.373754  0.20
H: -7.417481 -3.102419 -0.900116  0.24

Cartesian forces (eV/Å) of the 6 atoms listed first:
C 2.1 -1.2 -4.3
C -3.6 2.9 0.5
O -4.2 -4.3 -4.1
C 3.6 -2.5 2.3
C 0.0 5.1 5.7
H 0.7 -1.0 -0.9



# 3
Formula: C17H21N2O6
Source: the OMol25 dataset
Level of theory: ωB97M-V/def2-TZVPD

Multiplicity: 1
M in g/mol: 349.4
Net charge: -1
Highest occupied orbital energy in eV: -3.460
Maximum force in eV Å⁻¹: 1.962
Gap between HOMO and LUMO in eV: 6.114

Last column: Mulliken charge in e.
Element x y z (Å)
C: -1.623616 2.292489 -2.682350  -1.08
C: -0.471645 1.452102 -2.394413  -0.56
N: 0.752472 2.041259 -2.373927  1.12
O: 1.827366 1.388246 -2.442807  -0.77
O: 0.736482 3.305866 -2.281231  -0.79
H: -2.471005 1.654715 -2.954340  0.24
H: -1.958083 2.900145 -1.824921  0.13
H: -1.372045 2.945589 -3.534269  0.42
H: -0.488318 0.384488 -2.610652  0.56
C: 5.616134 -0.900792 0.301646  -0.98
N: 4.552924 -1.011896 1.286671  0.17
C: 4.709409 -2.121824 2.213202  -0.98
C: 3.289691 -0.450183 1.036105  0.01
C: 2.343209 -1.156920 0.260123  -0.54
C: 1.079647 -0.626630 0.054037  -0.24
C: 0.734845 0.645130 0.544877  0.35
C: -0.576271 1.213646 0.249868  -0.40
C: -1.763326 0.580172 0.507231  0.80
C: -3.013057 1.376169 0.360328  -0.32
O: -3.001012 2.581222 0.167749  -0.67
O: -4.199829 0.712880 0.491974  -0.37
C: -4.168899 -0.722592 0.303783  1.56
C: -5.527524 -1.263216 0.764732  -1.74
C: -3.876183 -1.077519 -1.138178  -1.13
O: -3.180309 -1.281406 1.199572  -0.38
C: -1.909325 -0.770948 1.146306  0.24
O: -1.006146 -1.390645 1.660806  -0.62
C: 1.700697 1.370433 1.281540  -0.50
C: 2.950356 0.829584 1.536333  -0.52
H: 5.412247 -0.049763 -0.360044  0.30
H: 6.573546 -0.743464 0.817672  0.32
H: 5.702535 -1.818837 -0.305255  0.30
H: 3.863956 -2.134610 2.912171  0.28
H: 4.759387 -3.089326 1.685295  0.31
H: 5.645340 -1.992208 2.775761  0.32
H: 2.603402 -2.135153 -0.143696  0.34
H: 0.336501 -1.192519 -0.504188  0.33
H: -0.650562 2.275368 0.019360  0.75
H: -5.700259 -1.011070 1.814957  0.39
H: -6.326913 -0.835241 0.154492  0.40
H: -5.541608 -2.350303 0.651403  0.38
H: -2.903887 -0.697291 -1.465747  0.04
H: -3.893135 -2.167450 -1.239694  0.37
H: -4.665342 -0.657594 -1.770639  0.36
H: 1.413214 2.345013 1.676452  0.42
H: 3.684947 1.354880 2.151923  0.37

Cartesian forces (eV/Å) of the 6 atoms listed first:
C -1.0 0.7 -0.1
C 1.4 -1.3 0.4
N -0.8 0.1 -0.2
O -0.2 0.0 0.2
O 0.6 -0.1 0.1
H 0.0 0.0 -0.1



# 4
Formula: C4H6N2O
Source: the OMol25 dataset
Level of theory: ωB97M-V/def2-TZVPD

Multiplicity: 1
M in g/mol: 98.1
Highest occupied orbital energy in eV: -8.993
Maximum force in eV Å⁻¹: 0.379
Gap between HOMO and LUMO in eV: 8.131

Last column: Mulliken charge in e.
Element x y z (Å)
C: 1.240104 1.529710 -1.334610  -0.98
C: 0.507685 0.480522 -0.548093  0.74
N: 0.587028 -0.806073 -1.004512  -0.12
O: -0.015807 -1.631566 -0.268641  -0.24
C: -0.532947 -0.672573 1.092111  0.33
N: -1.782488 -1.070501 1.519498  -0.48
C: -0.189639 0.643236 0.644212  -0.90
H: 1.313921 1.257212 -2.391494  0.33
H: 0.732941 2.492721 -1.243327  0.31
H: 2.258924 1.655312 -0.949776  0.21
H: -1.839751 -2.032391 1.822284  0.24
H: -2.551906 -0.807129 0.919496  0.24
H: 0.271935 -1.038481 1.742852  0.33

Cartesian forces (eV/Å) of the 6 atoms listed first:
C 0.0 0.0 0.0
C 0.0 0.1 0.0
N -0.1 0.0 0.2
O 0.0 0.2 0.0
C 0.0 0.0 0.1
N 0.0 -0.1 -0.2